Molecular formula: C15H31FN3O5
Method: DFT, the ωB97M-V functional and the def2-TZVPD basis

The strongest force on any atom comes out at 0.5 eV/A. The calculation puts the electronic energy at -1230.42826 a.u. As for the net charge: -1.

Each line ends with the natural charge from an NBO analysis.
CARTESIAN COORDINATES (ANGSTROEM)
O: 1.518 -1.216 0.367  -0.608
C: 0.717 -1.776 -0.328  0.667
O: 1.069 -2.326 -1.501  -0.542
C: 0.809 -3.724 -1.730  -0.050
C: -0.634 -4.173 -1.917  -0.453
C: -1.547 -4.207 -0.672  -0.394
C: -2.751 -3.231 -0.646  -0.476
C: -2.538 -1.839 -1.237  -0.331
F: -3.919 -1.424 -1.642  -0.508
H: -0.355 -1.816 -0.116  0.144
H: 1.282 -4.289 -0.914  0.157
H: 1.382 -3.912 -2.639  0.187
H: -1.107 -3.569 -2.698  0.248
H: -0.525 -5.202 -2.287  0.188
H: -1.960 -5.220 -0.598  0.190
H: -0.938 -4.094 0.239  0.171
H: -3.550 -3.691 -1.243  0.198
H: -3.127 -3.236 0.397  0.150
H: -2.386 -1.137 -0.389  0.081
C: 3.174 3.946 1.633  0.523
O: 2.259 4.745 1.527  -0.643
N: 3.076 2.623 1.428  -0.422
C: 4.203 1.735 1.629  -0.402
C: 1.797 2.049 1.037  -0.429
H: 4.194 4.257 1.926  0.095
H: 4.477 1.214 0.709  0.198
H: 3.980 0.990 2.391  0.215
H: 5.058 2.318 1.973  0.201
H: 1.464 2.454 0.081  0.213
H: 1.032 2.282 1.780  0.200
H: 1.907 0.971 0.955  0.244
C: 3.738 1.935 5.029  0.528
O: 4.563 1.069 4.799  -0.635
N: 2.432 1.695 5.252  -0.428
C: 1.481 2.762 5.472  -0.399
C: 1.970 0.317 5.222  -0.417
H: 3.988 3.010 5.034  0.107
H: 0.996 2.664 6.446  0.190
H: 0.710 2.767 4.698  0.205
H: 2.002 3.718 5.438  0.212
H: 2.472 -0.276 5.986  0.209
H: 2.174 -0.140 4.254  0.224
H: 0.897 0.306 5.402  0.204
C: -4.762 0.300 -6.019  0.526
O: -4.761 0.537 -7.219  -0.663
N: -3.900 0.824 -5.136  -0.421
C: -3.950 0.516 -3.713  -0.413
C: -2.878 1.724 -5.629  -0.412
H: -5.491 -0.381 -5.551  0.107
H: -4.133 1.428 -3.138  0.180
H: -3.028 0.051 -3.365  0.241
H: -4.748 -0.192 -3.514  0.228
H: -3.323 2.597 -6.110  0.199
H: -2.244 1.228 -6.366  0.207
H: -2.266 2.043 -4.788  0.206

***

Molecular formula: C15H31HfNO3P2
Method: DFT, the ωB97M-V functional and the def2-TZVPD basis

The strongest force on any atom comes out at 5.8 eV/A. Its energy relative to the best compared isomer or geometry (same formula, charge and spin) is 0.00 kcal per mole. As for the net charge: +2.

Each line ends with the Mulliken charge.
CARTESIAN COORDINATES (ANGSTROEM)
P: -0.271 -3.350 -4.713  0.797
P: 0.717 0.356 -4.827  1.205
C: -0.774 -1.848 -5.676  -0.648
C: 0.470 -1.029 -6.069  -0.900
H: -1.427 -1.235 -5.020  0.291
H: -1.375 -2.153 -6.551  0.543
H: 1.412 -1.587 -5.988  0.375
H: 0.401 -0.625 -7.093  0.597
C: -0.059 1.629 -6.002  -1.622
H: -0.170 2.625 -5.539  0.345
H: -1.050 1.299 -6.342  0.412
H: 0.564 1.738 -6.899  0.644
C: 2.416 0.998 -5.187  -1.430
H: 2.447 1.484 -6.172  0.476
H: 3.109 0.150 -5.198  0.472
H: 2.721 1.737 -4.432  0.350
C: -1.790 -4.363 -4.656  -1.299
H: -1.615 -5.170 -3.934  0.408
H: -2.039 -4.813 -5.625  0.420
H: -2.635 -3.761 -4.295  0.400
C: 0.901 -4.228 -5.826  -1.306
H: 1.704 -3.579 -6.190  0.395
H: 0.441 -4.746 -6.679  0.415
H: 1.373 -4.965 -5.163  0.466
Hf: 0.818 -3.133 -2.587  1.166
C: -0.417 3.144 -0.664  -0.386
C: -1.672 3.297 -1.125  -0.255
C: -2.242 3.656 -2.488  -0.883
C: -2.508 2.367 -3.322  -0.714
C: -1.340 1.492 -3.292  0.134
C: 0.008 1.832 -3.195  -0.311
C: 0.727 3.155 -2.956  -0.484
C: 0.889 3.254 -1.412  -0.740
C: 2.736 -2.071 -2.331  -1.297
H: -0.333 2.897 0.404  0.394
H: -2.525 3.166 -0.427  0.351
H: -1.629 4.323 -3.116  0.315
H: -3.232 4.133 -2.363  0.499
H: -3.370 1.829 -2.901  0.462
H: -2.732 2.587 -4.379  0.339
H: -1.579 0.456 -3.159  0.192
H: 0.479 1.056 -2.539  0.349
H: 0.143 3.994 -3.344  0.265
H: 1.719 3.142 -3.442  0.336
H: 1.513 2.390 -1.112  0.405
H: 1.455 4.174 -1.170  0.497
H: 2.717 -0.995 -2.573  0.214
H: 3.702 -2.522 -2.630  0.384
H: 2.753 -2.119 -1.216  0.341
O: -1.453 -0.695 -1.539  -0.561
N: -0.789 -1.649 -1.901  0.558
O: -0.403 -2.522 -0.910  -0.609
O: 0.998 -4.890 -2.853  -0.768

***

Molecular formula: C15H31NO6P
Method: DFT, the ωB97M-V functional and the def2-TZVPD basis

The strongest force on any atom comes out at 1.3 eV/A. Its energy relative to the best compared isomer or geometry (same formula, charge and spin) is 2.89 kcal per mole. As for the net charge: +1.

Each line ends with the natural charge from an NBO analysis.
CARTESIAN COORDINATES (ANGSTROEM)
C: 0.567 -2.921 -2.695  -0.425
N: 0.263 -1.503 -2.887  -0.459
C: 0.369 -1.080 -4.288  -0.409
C: -0.863 -0.995 -2.231  0.704
O: -0.955 0.170 -1.935  -0.500
C: -2.057 -1.896 -1.822  -0.865
P: -3.003 -2.725 -3.116  1.334
C: -2.652 -4.470 -3.326  -0.955
C: -4.754 -2.502 -2.724  -0.833
C: -5.148 -1.074 -3.093  0.412
O: -5.104 -0.183 -2.289  -0.444
H: 0.197 -3.287 -1.738  0.208
H: 0.196 -3.537 -3.526  0.164
H: 1.654 -3.042 -2.688  0.243
H: 1.360 -1.333 -4.668  0.229
H: -0.380 -1.582 -4.923  0.157
H: 0.214 -0.001 -4.347  0.242
H: -1.782 -2.660 -1.087  0.290
H: -2.772 -1.221 -1.335  0.315
H: -2.817 -2.108 -4.354  0.027
H: -1.605 -4.603 -3.602  0.281
H: -2.896 -5.012 -2.410  0.282
H: -3.273 -4.836 -4.150  0.280
H: -4.912 -2.667 -1.655  0.294
H: -5.329 -3.232 -3.306  0.280
H: -5.433 -0.897 -4.145  0.148
O: 1.098 6.238 1.729  -0.561
C: 0.566 5.243 1.325  0.795
O: 1.221 4.068 1.443  -0.509
C: 0.617 2.805 1.152  -0.071
C: 0.721 2.440 -0.312  -0.636
C: -0.780 5.279 0.637  -0.744
H: -0.411 2.775 1.517  0.170
H: 1.180 2.081 1.740  0.202
H: 0.175 3.140 -0.947  0.204
H: 0.320 1.443 -0.479  0.225
H: 1.765 2.455 -0.627  0.219
H: -0.619 5.490 -0.419  0.243
H: -1.354 6.095 1.067  0.250
H: -1.358 4.363 0.728  0.214
O: 1.922 -0.503 2.809  -0.600
C: 2.494 0.028 3.726  0.804
O: 3.821 -0.126 3.836  -0.501
C: 4.620 0.609 4.775  -0.071
C: 4.661 -0.058 6.133  -0.637
C: 1.741 0.801 4.784  -0.745
H: 4.285 1.645 4.832  0.180
H: 5.613 0.620 4.331  0.202
H: 3.675 -0.094 6.596  0.207
H: 5.330 0.487 6.798  0.226
H: 5.023 -1.081 6.038  0.221
H: 1.389 0.104 5.544  0.247
H: 0.878 1.268 4.316  0.242
H: 2.319 1.585 5.267  0.226

***

Molecular formula: C15H31O12Zn
Method: DFT, the ωB97M-V functional and the def2-TZVPD basis

The strongest force on any atom comes out at 6.8 eV/A. The calculation puts the electronic energy at -3272.24570 a.u. The spin multiplicity is 2. As for the expectation value of S²: 0.75.

Each line ends with the natural charge from an NBO analysis.
CARTESIAN COORDINATES (ANGSTROEM)
Zn: -1.228 0.639 -1.621  1.008
O: 0.386 0.445 -0.553  -1.423
H: 1.026 0.447 0.186  0.462
C: -5.167 0.528 -0.481  -0.257
O: -4.540 0.529 0.800  -0.503
C: -3.199 0.627 0.948  1.024
O: -2.394 0.915 0.061  -0.738
O: -2.896 0.208 2.162  -0.487
C: -1.544 0.228 2.617  -0.274
H: -5.058 1.527 -0.904  0.203
H: -6.196 0.183 -0.384  0.204
H: -4.639 -0.142 -1.159  0.191
H: -1.471 -0.576 3.349  0.199
H: -1.308 1.211 3.024  0.199
H: -0.875 0.043 1.776  0.224
C: -1.338 -1.393 -5.266  -0.274
O: 0.024 -1.561 -4.869  -0.478
C: 0.508 -0.742 -3.969  1.019
O: -0.139 0.153 -3.402  -0.737
O: 1.755 -1.130 -3.814  -0.468
C: 2.577 -0.293 -3.038  -0.278
H: -1.699 -0.375 -5.410  0.208
H: -2.027 -1.887 -4.582  0.191
H: -1.537 -1.760 -6.273  0.198
H: 3.309 0.130 -3.727  0.181
H: 3.122 -0.937 -2.348  0.187
H: 2.122 0.499 -2.443  0.246
C: 0.852 3.327 0.975  -0.280
O: 1.493 3.673 2.168  -0.464
C: 2.567 4.286 2.091  0.981
O: 3.113 4.793 1.102  -0.673
O: 2.999 4.462 3.342  -0.514
C: 4.211 5.256 3.575  -0.265
H: 0.199 2.495 1.239  0.197
H: 1.416 2.919 0.136  0.228
H: 0.147 4.092 0.650  0.193
H: 4.299 5.749 4.543  0.201
H: 4.196 6.107 2.894  0.202
H: 5.057 4.632 3.288  0.192
C: -3.368 -3.100 -0.717  -0.723
C: -2.065 -2.403 -0.488  0.630
O: -1.581 -1.558 -1.250  -0.625
C: -1.275 -2.874 0.728  -0.751
H: -3.130 -4.160 -0.797  0.243
H: -3.818 -2.764 -1.652  0.235
H: -4.010 -2.909 0.143  0.240
H: -1.841 -2.982 1.653  0.232
H: -0.476 -2.138 0.811  0.251
H: -0.695 -3.773 0.521  0.246
C: 2.130 -1.257 2.413  -0.727
C: 2.865 -2.432 1.755  0.597
O: 3.575 -3.199 2.404  -0.541
C: 2.541 -2.657 0.287  -0.745
H: 1.044 -1.314 2.347  0.224
H: 2.419 -0.290 2.001  0.231
H: 2.437 -1.261 3.459  0.236
H: 1.673 -3.305 0.167  0.235
H: 3.305 -3.177 -0.290  0.241
H: 2.146 -1.753 -0.178  0.245